# 1
Computed, not measured: C36H108AsF6O17 as an isolated structure, with ωB97M-V/def2-TZVPD.

Each line ends with the Löwdin charge.
Positions of all 168 atoms, in Å:
1 O 0.83859 -2.15478 -4.37659  0.258
2 H 0.32692 -2.95222 -4.22208  0.085
3 H 0.43775 -1.43644 -3.88171  0.090
4 H 1.74465 -2.33087 -4.11268  0.034
5 O -0.33319 4.37018 3.95368  0.304
6 H -0.58387 4.24718 3.03520  0.121
7 H -0.14300 3.52218 4.36151  0.106
8 H 0.45340 4.91948 3.98744  0.100
9 As -0.06904 -0.22991 0.97526  0.950
10 F -0.35002 0.32961 -0.75294  -0.271
11 F -1.51329 0.70980 1.41813  -0.245
12 F 0.10185 -0.58046 2.74433  -0.249
13 F 1.43058 -1.08825 0.60195  -0.241
14 F 0.88551 1.14449 1.33334  -0.230
15 F -0.98913 -1.73292 0.61027  -0.243
16 C -7.10032 0.68124 -0.00538  -0.073
17 C -6.69097 2.11160 -0.22278  -0.382
18 O -5.42259 2.30911 -0.68045  -0.064
19 H -8.17668 0.72985 0.15951  0.079
20 H -6.56625 0.22945 0.83054  0.071
21 H -6.95074 0.04571 -0.87822  0.069
22 H -6.69232 2.58983 0.75670  0.095
23 H -7.45987 2.69980 -0.72371  0.118
24 H -5.40801 3.22960 -0.95266  0.057
25 C 3.44995 4.62518 4.15968  -0.061
26 C 2.99462 6.09956 4.32680  -0.285
27 O 1.61193 6.27336 4.54994  -0.079
28 H 2.93060 4.04185 4.92001  0.072
29 H 4.52562 4.44897 4.15800  0.088
30 H 3.02940 4.14964 3.27362  0.050
31 H 3.31511 6.63954 3.43585  0.114
32 H 3.53255 6.48195 5.19428  0.116
33 H 1.42077 7.21409 4.55933  0.109
34 C -0.83311 0.36420 5.58333  -0.087
35 C 0.32060 1.25520 5.76992  -0.308
36 O 0.63993 1.86868 4.52353  -0.092
37 H -1.42146 0.87343 4.82003  0.083
38 H -1.46826 0.16949 6.44750  0.094
39 H -0.38506 -0.54036 5.17209  0.053
40 H 1.15267 0.70931 6.21461  0.125
41 H 0.02665 1.94131 6.56425  0.116
42 H 1.05599 1.19879 3.97604  0.059
43 C 2.15259 -2.73892 3.60282  -0.085
44 C 3.45957 -3.01399 4.29902  -0.335
45 O 4.09515 -1.83785 4.61962  -0.088
46 H 2.27717 -2.02883 2.78529  0.039
47 H 1.54315 -2.16343 4.29960  0.068
48 H 1.71050 -3.65075 3.20129  0.076
49 H 4.13411 -3.55562 3.63590  0.110
50 H 3.22393 -3.40934 5.28708  0.121
51 H 4.02586 -1.20106 3.90458  0.014
52 C 1.10200 3.76493 -1.33033  -0.081
53 C 1.02035 5.14486 -1.95321  -0.269
54 O 2.12156 5.23913 -2.89039  -0.100
55 H 0.79571 3.03027 -2.07501  0.062
56 H 0.38905 3.62615 -0.51759  0.064
57 H 2.10973 3.52750 -0.98945  0.079
58 H 1.15351 5.89486 -1.17355  0.109
59 H 0.09011 5.22714 -2.51533  0.102
60 H 1.84483 5.84619 -3.58068  0.093
61 C 0.59209 -4.68810 0.25585  -0.066
62 C 2.01713 -4.72108 -0.22659  -0.291
63 O 1.98404 -5.23958 -1.53377  -0.087
64 H 0.22595 -5.70317 0.40968  0.098
65 H -0.06720 -4.15615 -0.43007  0.055
66 H 0.52645 -4.05343 1.13958  0.063
67 H 2.65935 -5.34669 0.39332  0.123
68 H 2.48307 -3.73849 -0.15246  0.096
69 H 2.74835 -5.80424 -1.67015  0.108
70 C -3.49655 3.83894 -3.56201  -0.043
71 C -3.00602 4.48883 -2.20833  -0.291
72 O -4.13079 4.89466 -1.49115  -0.090
73 H -4.04207 4.51895 -4.21630  0.076
74 H -4.17348 2.98910 -3.47457  0.051
75 H -2.63309 3.47118 -4.11633  0.056
76 H -2.37160 5.37095 -2.29480  0.101
77 H -2.44213 3.83219 -1.54580  0.097
78 H -3.87724 5.77967 -1.21894  0.093
79 C -4.12656 2.88250 2.60363  -0.068
80 C -3.06583 3.65546 1.85673  -0.310
81 O -1.84099 3.10551 2.18887  -0.105
82 H -3.77698 2.70130 3.62003  0.079
83 H -4.30339 1.90387 2.15742  0.075
84 H -5.12732 3.31393 2.62454  0.076
85 H -3.06346 4.68898 2.20307  0.118
86 H -3.27436 3.59401 0.78863  0.097
87 H -1.89564 2.20339 1.86516  0.033
88 C -4.54513 -2.38537 0.08320  -0.071
89 C -3.84497 -3.65036 -0.38837  -0.323
90 O -2.85262 -3.85862 0.52293  -0.085
91 H -5.11890 -2.68571 0.95995  0.081
92 H -5.32780 -2.05822 -0.60126  0.065
93 H -3.87886 -1.54348 0.27135  0.074
94 H -3.52087 -3.52419 -1.42139  0.091
95 H -4.53273 -4.49583 -0.40435  0.126
96 H -2.28884 -3.08509 0.59632  0.044
97 C 3.27637 1.11809 -5.68223  -0.052
98 C 3.27811 2.12527 -4.57636  -0.514
99 C 4.29673 3.20534 -4.70030  -0.039
100 O 1.97356 2.69422 -4.39467  -0.056
101 H 2.48262 0.37627 -5.59416  0.068
102 H 4.20768 0.55186 -5.69395  0.078
103 H 3.15766 1.57077 -6.66665  0.086
104 H 3.50072 1.52608 -3.69346  0.103
105 H 4.02429 3.99237 -3.99713  0.071
106 H 4.29096 3.55018 -5.73430  0.092
107 H 5.27340 2.79810 -4.43884  0.090
108 H 2.08599 3.58648 -4.05878  0.026
109 C -2.29938 -4.76944 5.29227  -0.067
110 C -2.44440 -4.17172 3.97399  -0.550
111 C -2.00360 -2.71501 4.06384  -0.051
112 O -1.85147 -4.89429 2.93906  -0.033
113 H -1.22604 -4.71656 5.47462  0.093
114 H -2.60709 -5.81274 5.36241  0.086
115 H -2.98158 -4.25467 5.96882  0.092
116 H -3.48853 -4.23949 3.66855  0.138
117 H -2.09106 -2.16358 3.12769  0.058
118 H -0.96293 -2.55422 4.34533  0.056
119 H -2.58895 -2.10000 4.74738  0.081
120 H -2.15454 -4.42629 2.15757  0.031
121 C -1.83355 -0.06957 -5.36863  -0.027
122 C -1.79944 0.35561 -3.88804  -0.466
123 C -3.10461 0.18884 -3.17900  -0.039
124 O -0.83185 -0.44051 -3.21904  -0.062
125 H -2.75188 0.33504 -5.79415  0.089
126 H -1.76284 -1.14718 -5.51644  0.061
127 H -0.94524 0.31877 -5.86681  0.079
128 H -1.58831 1.42166 -3.97207  0.123
129 H -3.49152 -0.82951 -3.21558  0.089
130 H -3.84048 0.95473 -3.42399  0.066
131 H -2.90017 0.36977 -2.12374  0.079
132 H -0.58037 0.03679 -2.42497  0.048
133 C 5.33766 -2.14230 -3.24043  -0.009
134 C 3.95188 -2.30412 -2.53258  -0.445
135 C 3.52807 -1.01116 -1.84434  -0.025
136 O 3.06263 -2.64461 -3.55740  -0.043
137 H 5.54015 -3.14150 -3.62602  0.080
138 H 5.98906 -1.81373 -2.43060  0.090
139 H 5.23046 -1.49114 -4.10795  0.081
140 H 3.98471 -3.08494 -1.77276  0.126
141 H 4.18690 -0.84130 -0.99275  0.069
142 H 2.46979 -0.87416 -1.62214  0.074
143 H 3.84021 -0.13143 -2.40712  0.063
144 H 3.38073 -3.52602 -3.76599  0.123
145 C -1.38539 -5.96414 -2.53292  -0.028
146 C -0.79834 -4.93345 -3.51291  -0.473
147 C -1.93393 -4.22109 -4.28586  -0.018
148 O -0.02891 -3.98566 -2.82257  -0.072
149 H -2.25501 -6.51129 -2.89690  0.085
150 H -1.72553 -5.53217 -1.59175  0.070
151 H -0.60960 -6.65591 -2.20474  0.079
152 H -0.16735 -5.40815 -4.26431  0.138
153 H -1.57378 -3.42609 -4.93882  0.061
154 H -2.51295 -3.75131 -3.49078  0.070
155 H -2.47004 -5.07468 -4.70066  0.092
156 H 0.67298 -4.52361 -2.44899  0.039
157 C 5.27899 -0.47397 2.04186  -0.026
158 C 4.39528 0.72424 2.60574  -0.407
159 C 4.14635 1.81284 1.47758  -0.040
160 O 3.12403 0.31891 3.02235  -0.085
161 H 4.69903 -0.95763 1.25583  0.058
162 H 5.72339 -1.17096 2.75235  0.076
163 H 6.12232 -0.25096 1.38828  0.073
164 H 4.83027 1.25338 3.45362  0.136
165 H 3.31461 2.48348 1.69339  0.051
166 H 3.76798 1.35007 0.56612  0.065
167 H 5.10296 2.32209 1.36065  0.083
168 H 2.53384 0.43672 2.27442  0.031

Calculated values
Charge: +1
Orbital gap: 8.61 eV
LUMO energy: -2.085 eV
F_max: 2.960 eV/Å

# 2
Computed, not measured: an isolated molecule of C20H27N3O2S2, with ωB97M-V/def2-TZVPD.

Each line ends with the Löwdin charge.
Positions of all 54 atoms, in Å:
1 C -4.96348 -0.33944 -2.20372  -0.082
2 O -3.92150 0.19151 -1.42310  -0.104
3 C -4.03368 0.11819 -0.05093  -0.202
4 C -5.10257 -0.43798 0.62643  -0.029
5 C -5.10309 -0.47287 2.01420  -0.092
6 C -4.03206 0.03277 2.72216  -0.087
7 C -2.95426 0.59093 2.05477  -0.052
8 C -2.94820 0.65676 0.67081  -0.172
9 N -1.90078 1.16356 -0.09631  0.082
10 C -0.92903 2.05851 0.21634  -0.759
11 S -0.92906 2.95111 1.61256  0.714
12 N 0.04456 2.21429 -0.72273  -0.126
13 C 0.23250 1.30161 -1.83503  -0.146
14 C 0.44528 -0.16850 -1.44321  -0.143
15 C 1.53864 -0.32834 -0.38874  -0.204
16 N 1.62653 -1.69606 0.08690  -0.167
17 C 2.26471 -1.77819 1.39114  -0.168
18 C 2.22534 -3.22657 1.87629  -0.197
19 O 2.87748 -4.09048 0.97489  -0.133
20 C 2.28713 -4.00249 -0.29897  -0.201
21 C 2.32596 -2.57222 -0.83721  -0.168
22 C 0.98888 3.31530 -0.61210  -0.217
23 C 2.34372 2.88414 -0.16068  -0.521
24 C 3.46650 2.71800 -0.91362  -0.150
25 C 4.57354 2.26217 -0.16374  -0.193
26 C 4.27051 2.08400 1.14651  -0.409
27 S 2.63604 2.47953 1.49791  1.017
28 H -5.90884 0.17858 -2.01620  0.098
29 H -5.09242 -1.41148 -2.02454  0.098
30 H -4.66641 -0.18058 -3.23963  0.094
31 H -5.94384 -0.84558 0.08865  0.102
32 H -5.94706 -0.90391 2.53071  0.101
33 H -4.02587 -0.00458 3.80029  0.103
34 H -2.11916 0.98243 2.60927  0.048
35 H -2.02003 0.94445 -1.07705  0.121
36 H -0.61093 1.37259 -2.53715  0.126
37 H 1.12504 1.64440 -2.36171  0.121
38 H -0.46575 -0.61273 -1.04363  0.108
39 H 0.70940 -0.70891 -2.35340  0.108
40 H 2.50473 0.03048 -0.78503  0.128
41 H 1.27435 0.29159 0.47022  0.088
42 H 1.71826 -1.14564 2.09330  0.126
43 H 3.31472 -1.43714 1.34837  0.131
44 H 2.74508 -3.32873 2.83024  0.125
45 H 1.17573 -3.53506 1.99420  0.127
46 H 2.85230 -4.67476 -0.94708  0.124
47 H 1.23914 -4.33530 -0.24835  0.127
48 H 1.83168 -2.54326 -1.80920  0.116
49 H 3.37908 -2.26024 -0.96454  0.132
50 H 1.06794 3.80343 -1.58964  0.133
51 H 0.56724 4.02220 0.10892  0.056
52 H 3.50945 2.92450 -1.96921  0.110
53 H 5.54513 2.07636 -0.58566  0.099
54 H 4.91146 1.74763 1.93705  0.060

Calculated values
Charge: 0
SMILES: COc1ccccc1NC(=S)N(CCCN1CCOCC1)Cc1cccs1
Orbital gap: 8.53 eV
LUMO energy: 0.576 eV
F_max: 0.821 eV/Å

# 3
Computed, not measured: C7H6CoN2O3S as an isolated structure, with ωB97M-V/def2-TZVPD.

Each line ends with the Löwdin spin population.
Positions of all 20 atoms, in Å:
1 O 3.31475 1.04261 -3.83666  0.000
2 C 2.92297 0.63897 -2.81664  0.000
3 Co -1.83257 1.23128 -1.80415  2.035
4 C -2.26662 0.09840 -3.16915  0.044
5 C -1.58623 3.04121 -1.69303  0.053
6 O -2.11266 -0.62922 -4.14172  0.014
7 O -0.99930 4.10385 -1.83188  0.043
8 C -1.23055 -0.80704 2.73991  0.004
9 N -0.02590 -0.72277 1.78270  0.070
10 C 1.24695 -1.22485 1.98893  0.094
11 C 1.93933 -0.95813 0.84485  0.121
12 N 1.11741 -0.34416 0.01805  0.039
13 C -0.13313 -0.19099 0.50679  0.004
14 S -1.75204 0.13943 0.06525  0.467
15 H -1.58425 0.19977 2.89245  0.002
16 H -1.98117 -1.39802 2.24083  0.003
17 H -0.88738 -1.25386 3.61973  0.000
18 H 1.52864 -1.76171 2.96602  0.002
19 H 2.98962 -1.23235 0.61640  0.004
20 H 1.33213 0.02755 -0.98869  0.001

Calculated values
Charge: +2
Orbital gap (alpha / beta): 8.27 / 6.38 eV
<S²>: 3.799
LUMO energy (alpha / beta): -8.899 / -10.959 eV
F_max: 12.447 eV/Å
Spin multiplicity: 4

# 4
Computed, not measured: C16H20BeF12N5O23 as an isolated structure, with ωB97M-V/def2-TZVPD.

Each line ends with the Löwdin charge.
Positions of all 77 atoms, in Å:
1 Be -0.08580 -0.85162 -0.08622  1.004
2 N 1.06597 -3.07920 -2.82646  -0.565
3 O 2.22345 -2.92627 -3.25124  -0.050
4 O 0.40577 -4.11688 -3.03479  -0.024
5 O 0.49926 -2.19259 -2.10839  -0.110
6 N -2.43966 -3.52319 -0.36290  -0.572
7 O -1.91690 -2.37528 -0.57234  -0.114
8 O -2.33682 -4.39943 -1.24219  -0.036
9 O -2.96521 -3.79220 0.72097  -0.024
10 N 3.53551 -1.09801 -0.64092  -0.566
11 O 4.01651 -2.22864 -0.45877  -0.013
12 O 2.40475 -0.79243 -0.20208  -0.090
13 O 4.17703 -0.29919 -1.38256  -0.074
14 N -1.55642 -1.72682 3.50996  -0.583
15 O -2.16921 -2.75228 3.79179  -0.006
16 O -1.11696 -0.93404 4.39732  -0.092
17 O -1.42568 -1.36247 2.30829  -0.094
18 N 0.45535 -4.08763 1.32996  -0.562
19 O 0.80871 -2.88891 1.11524  -0.122
20 O 0.59062 -4.93902 0.42994  -0.021
21 O -0.07253 -4.39814 2.41225  -0.035
22 C 3.22960 2.39302 -0.08550  -0.063
23 C 2.69556 2.79895 -1.45926  -0.183
24 O 1.42020 3.44758 -1.42640  0.038
25 C 0.37704 2.76646 -0.99816  -0.381
26 O 0.36467 1.58250 -0.88075  0.154
27 C -0.81995 3.69679 -0.56868  -0.539
28 F -1.77455 3.51463 -1.49200  0.162
29 F -1.24629 3.30861 0.61603  0.199
30 F -0.47630 4.98358 -0.55529  0.164
31 H 2.60031 1.60823 0.34072  0.046
32 H 3.14596 3.27520 0.55669  0.075
33 H 4.23801 1.99093 -0.02622  0.078
34 H 2.65206 1.96947 -2.16512  0.095
35 H 3.47020 3.44519 -1.87528  0.117
36 C -3.43321 1.99522 3.88181  -0.057
37 C -3.02451 0.96223 2.82930  -0.207
38 O -3.74813 1.12548 1.61173  0.049
39 C -3.22864 0.80912 0.42921  -0.356
40 O -2.10295 0.48811 0.23144  0.142
41 C -4.27640 0.81062 -0.72000  -0.545
42 F -5.40141 1.43429 -0.37240  0.158
43 F -3.73323 1.33813 -1.80671  0.168
44 F -4.56450 -0.46311 -1.00703  0.182
45 H -4.52219 1.90539 3.92284  0.068
46 H -3.19677 2.99766 3.51928  0.065
47 H -2.96145 1.84563 4.84832  0.074
48 H -3.09116 -0.06009 3.19741  0.117
49 H -1.97112 1.08914 2.58052  0.092
50 C 4.04927 -1.04875 2.31822  -0.062
51 C 2.70755 -1.44284 2.88804  -0.186
52 O 2.12270 -0.29726 3.51844  0.039
53 C 1.18503 0.43969 2.93189  -0.365
54 O 0.79614 0.22215 1.83130  0.133
55 C 0.93226 1.78186 3.66886  -0.526
56 F -0.36573 1.96903 3.95747  0.149
57 F 1.65677 1.86506 4.78104  0.166
58 F 1.25441 2.79080 2.86012  0.155
59 H 3.76200 -0.23196 1.64962  0.058
60 H 4.63795 -1.76057 1.74388  0.071
61 H 4.74256 -0.61840 3.04851  0.063
62 H 2.65946 -2.27804 3.59123  0.131
63 H 2.09395 -1.92177 2.11484  0.081
64 C 1.64649 0.22176 -4.20263  -0.044
65 C 0.34016 0.97603 -4.26462  -0.223
66 O -0.78727 0.21828 -4.68390  0.032
67 C -1.56544 -0.35875 -3.73948  -0.355
68 O -1.39832 -0.19701 -2.57572  0.148
69 C -2.64334 -1.26646 -4.30963  -0.539
70 F -3.81493 -0.92991 -3.77054  0.159
71 F -2.76960 -1.15742 -5.66639  0.120
72 F -2.38448 -2.50841 -3.97625  0.221
73 H 2.42172 0.93307 -3.92675  0.067
74 H 1.91949 -0.34427 -5.09818  0.081
75 H 1.53154 -0.63156 -3.52499  0.059
76 H 0.33852 1.88452 -4.87358  0.116
77 H 0.21253 1.39639 -3.26414  0.089

Calculated values
Charge: -3
Orbital gap: 5.45 eV
LUMO energy: 5.605 eV
F_max: 3.180 eV/Å

The molar mass results, record by record, are as follows: 1002.15; 405.59; 257.14; 887.34 g mol⁻¹.